Version P
The ion C5H15N2 with charge +1, computed with wB97M-V/def2-TZVPD.

Cartesian coordinates (Å):
N (-2.3087, 1.0589, -0.4095)
C (-1.0788, 1.2848, -1.3710)
C (-0.0354, 0.2321, -1.3717)
N (-0.0628, -0.5264, -0.0798)
C (0.5579, 0.2550, 0.9770)
C (1.7060, -0.2936, 2.0687)
C (0.5094, -1.9285, -0.2006)
H (-1.0518, -0.5326, 0.2189)
H (-2.5473, 1.8923, 0.1400)
H (-3.0648, 0.6545, -0.8702)
H (-1.2561, 1.5180, -2.5142)
H (-0.7179, 2.1935, -0.9654)
H (1.0276, 0.6751, -1.6174)
H (-0.2265, -0.4494, -2.2243)
H (-0.2303, 0.7075, 1.5500)
H (0.9764, 1.2665, 0.5124)
H (2.4436, -1.0420, 1.5091)
H (2.3574, 0.6777, 2.2613)
H (1.2965, -0.7004, 2.9709)
H (-0.1382, -2.5582, -0.7492)
H (0.3180, -2.5294, 0.8001)
H (1.5258, -1.8556, -0.6351)

Output
SMILES string	CC[N@H+](C)CCN
gap between HOMO and LUMO	11.349	eV
charge	+1



Version Q
A cluster of 2 separate species, C5H15N2 in total, computed with wB97M-V/def2-TZVPD.

Cartesian coordinates (Å):
C (-2.0513, 0.7768, -1.1137)
C (-0.8767, 0.2360, -1.8550)
C (0.3899, 0.1210, -1.5108)
N (-1.2521, -0.1923, -3.2523)
H (-1.7089, 1.3142, -0.2303)
H (-2.6626, 1.4712, -1.6912)
H (-2.7046, -0.0197, -0.7458)
H (1.1130, -0.2925, -2.2026)
H (0.7158, 0.3890, -0.5185)
H (-1.4410, 0.5263, -3.9544)
H (-2.1159, -0.7338, -3.1433)
H (-0.5463, -0.8248, -3.6288)
C (2.4922, -0.0351, 2.4854)
N (1.2829, -0.6207, 3.0215)
C (0.1887, -0.5702, 2.0674)
H (2.7798, -0.5739, 1.5802)
H (2.3950, 1.0273, 2.2131)
H (3.3259, -0.1284, 3.1772)
H (0.9728, -0.1405, 3.8520)
H (-0.0461, 0.4539, 1.7234)
H (-0.6824, -1.0185, 2.5421)
H (0.4319, -1.1652, 1.1845)

Output
gap between HOMO and LUMO	7.574	eV
charge	+1



Version R
The ion C5H15N2 with charge +1, computed with wB97M-V/def2-TZVPD.

Cartesian coordinates (Å):
C (0.0111, -1.3581, 0.2781)
N (-1.3435, -0.8944, 0.5938)
C (-2.0531, -0.2080, 1.7118)
C (0.5677, -0.2879, -0.6928)
N (0.6150, 0.9992, 0.1027)
C (0.2282, 2.1817, -0.8187)
C (1.9933, -0.6493, -1.2905)
H (-0.0939, -2.3517, -0.1486)
H (0.6648, -1.3934, 1.1631)
H (-2.0812, -1.3618, 0.0898)
H (-1.4091, 0.0348, 2.5564)
H (-2.4997, 0.6484, 1.1899)
H (-2.9296, -0.7445, 2.0996)
H (-0.1469, -0.2690, -1.5209)
H (1.4974, 0.9744, 0.6107)
H (-0.1417, 1.0634, 0.7837)
H (0.9481, 2.2104, -1.6291)
H (-0.7511, 1.9060, -1.2225)
H (0.0929, 3.0146, -0.1240)
H (2.0545, -1.7139, -1.0936)
H (1.9515, -0.5381, -2.3750)
H (2.7642, -0.0212, -0.8674)

Output
SMILES string	CNC[C@H](C)[NH2+]C
gap between HOMO and LUMO	9.478	eV
charge	+1



Version S
The ion C5H15N2 with charge +1, computed with wB97M-V/def2-TZVPD.

Cartesian coordinates (Å):
C (1.0100, 0.2653, 2.3997)
C (0.3514, 0.2970, 1.0457)
C (-0.1378, -1.0906, 0.5624)
C (-0.2068, -1.0965, -1.0311)
C (-2.0766, 0.5401, -1.5494)
N (-0.6628, 0.1828, -1.5880)
N (1.5443, 0.7588, 0.1119)
H (1.4418, 1.2609, 2.4884)
H (1.6862, -0.5625, 2.6225)
H (0.3700, 0.0681, 3.2952)
H (-0.5531, 0.8964, 0.9810)
H (-1.1596, -1.2097, 0.9606)
H (0.4871, -1.9227, 0.8616)
H (0.8513, -1.2317, -1.2322)
H (-0.8323, -1.9094, -1.4505)
H (-2.7601, -0.1742, -2.0672)
H (-2.3920, 0.3856, -0.5206)
H (-2.2519, 1.5199, -1.9613)
H (-0.2025, 0.2370, -2.4921)
H (1.1561, 1.2059, -0.7292)
H (2.3005, 0.1122, -0.1072)
H (1.9932, 1.5248, 0.6338)

Output
SMILES string	CNCC[C@@H](C)[NH3+]
gap between HOMO and LUMO	9.609	eV
charge	+1



Which of them is the least stable? Correct choice: version P.